[1]
Molecular formula: C48H94Br2ClF8N6O8S
Method: DFT, wB97M-V/def2-TZVPD

Values from the calculation:
- net charge = +1
- calculated total energy (Ha) = -9620.77918
- maximum force (eV Å⁻¹) = 2.25

CARTESIAN COORDINATES (ANGSTROEM)
C1 0.58979 -1.38600 7.40572
C2 -0.10877 -2.64547 7.92232
C3 -1.56488 -2.79868 7.39957
Cl1 -2.10506 -4.50802 7.40247
C4 -1.83887 -2.16486 6.06382
C5 -1.21418 -2.59078 4.89415
S1 -0.12506 -3.99847 5.05776
C6 -1.45742 -1.98125 3.70055
C7 -0.76154 -2.40408 2.43133
Br1 -1.35127 -4.19761 1.89872
C8 0.78900 -2.19831 2.47131
C9 1.61644 -3.31312 1.84753
N1 -2.35282 -0.97162 3.66272
C10 -2.64868 -0.31759 2.34862
C11 -1.52521 0.65276 2.00647
O1 -1.40769 1.66636 2.98314
C12 -0.35811 1.47122 3.89035
C13 0.17135 2.80720 4.39768
F1 1.39234 2.58194 4.91789
F2 0.30365 3.65657 3.36712
C14 -0.70758 3.41457 5.53681
F3 -1.96309 2.93574 5.46242
F4 -0.20655 2.96462 6.70366
C15 -0.70440 4.96383 5.61296
F5 0.50068 5.47293 5.33925
F6 -0.98597 5.28371 6.89235
C16 -1.79407 5.65551 4.74808
F7 -2.07266 4.93202 3.64016
F8 -2.91825 5.81118 5.45165
C17 -2.97934 -0.53065 4.76521
C18 -3.93703 0.61488 4.68607
C19 -5.42361 0.17761 4.70737
C20 -5.91777 -0.47647 3.40388
C21 -6.70805 0.48220 2.49079
C22 -7.99508 0.86636 3.20360
O2 -9.04014 1.14160 2.24618
C23 -9.89543 2.10464 2.71998
C24 -10.10395 3.30713 1.83429
O3 -10.44408 2.01357 3.80843
C25 -2.73331 -1.11065 5.98229
C26 -3.36698 -0.60977 7.27163
C27 -4.61025 -1.41418 7.75993
C28 -4.36961 -2.17734 9.07809
Br2 -6.04177 -0.11791 8.17652
H1 1.50117 -1.25808 7.98246
H2 0.89049 -1.53229 6.37210
H3 -0.03266 -0.50474 7.54727
H4 0.44765 -3.53090 7.65239
H5 -0.18991 -2.63870 9.00613
H6 -2.16839 -2.34432 8.15917
H7 1.07826 -3.51335 4.71640
H8 -1.06738 -1.81165 1.59139
H9 1.08522 -2.00067 3.49692
H10 1.03801 -1.28935 1.92455
H11 1.28931 -3.44878 0.82060
H12 1.62303 -4.24019 2.40690
H13 2.64076 -2.94967 1.76927
H14 -2.70281 -1.12841 1.63156
H15 -3.62322 0.13317 2.35395
H16 -0.58615 0.12967 1.84504
H17 -1.74444 1.14504 1.06011
H18 -0.65156 0.90590 4.78367
H19 0.50574 0.95259 3.46822
H20 -1.40014 6.62373 4.43511
H21 -3.76864 1.31874 5.48837
H22 -3.78819 1.20428 3.79038
H23 -5.99694 1.06466 4.94213
H24 -5.53750 -0.56042 5.48743
H25 -5.14147 -1.01366 2.86250
H26 -6.64018 -1.23306 3.70245
H27 -7.01026 -0.12443 1.63949
H28 -6.11964 1.34822 2.19968
H29 -8.34283 0.08376 3.87352
H30 -7.83334 1.76053 3.80603
H31 -10.41086 4.15128 2.43259
H32 -10.83332 3.07037 1.06312
H33 -9.16687 3.52727 1.32598
H34 -2.61178 -0.61835 8.04684
H35 -3.66143 0.42544 7.19739
H36 -4.93743 -2.10903 6.99373
H37 -5.26615 -2.17000 9.67971
H38 -3.58049 -1.66436 9.62547
H39 -4.00032 -3.18055 8.87695
C29 4.14404 -4.46013 -3.71876
C30 3.32077 -3.24411 -3.30229
C31 2.89168 -3.24338 -1.82987
O4 1.82887 -4.12071 -1.50370
C32 2.20044 -5.47810 -1.33728
N2 2.16578 -3.11603 -4.19409
H40 3.52800 -5.34404 -3.88164
H41 4.66155 -4.26147 -4.65624
H42 4.90036 -4.70190 -2.96737
H43 3.95429 -2.36216 -3.44340
H44 2.51305 -2.24245 -1.60161
H45 3.74646 -3.42071 -1.16089
H46 3.19272 -5.57343 -0.88694
H47 2.16841 -6.01305 -2.28749
H48 1.46936 -5.94065 -0.67248
H49 1.68329 -2.24416 -3.98188
H50 1.49417 -3.83267 -3.93215
C33 0.80450 0.58573 -1.60014
C34 0.92829 0.87402 -3.09583
C35 0.52180 2.30117 -3.48571
O5 -0.87297 2.54646 -3.49695
C36 -1.45441 2.76484 -2.22856
N3 0.16918 -0.13717 -3.83728
H51 -0.22781 0.39731 -1.30218
H52 1.37780 -0.30684 -1.34319
H53 1.19099 1.41627 -1.00374
H54 1.98458 0.76195 -3.36013
H55 0.85157 2.47385 -4.51338
H56 1.03298 3.04412 -2.85716
H57 -0.77225 3.29978 -1.55880
H58 -1.76867 1.82093 -1.77267
H59 -2.34792 3.37282 -2.37289
H60 0.34754 -0.01394 -4.83341
H61 -0.81733 0.08704 -3.73470
C37 8.54269 -5.65284 -8.63483
C38 7.70851 -4.44890 -8.20670
C39 7.27024 -4.48321 -6.73480
O6 6.21740 -5.38269 -6.44231
C40 6.60432 -6.73900 -6.31732
N4 6.56577 -4.31821 -9.11605
H62 7.93135 -6.53550 -8.81778
H63 9.06578 -5.43186 -9.56483
H64 9.29240 -5.90352 -7.88138
H65 8.33671 -3.56135 -8.32754
H66 6.88097 -3.49354 -6.47876
H67 8.12466 -4.66965 -6.06975
H68 7.59430 -6.83702 -5.86293
H69 6.58511 -7.24456 -7.28457
H70 5.87490 -7.23065 -5.67310
H71 6.07527 -3.45187 -8.91255
H72 5.89513 -5.04332 -8.87483
C41 2.55006 1.87119 -9.76930
C42 1.20810 1.30880 -9.30900
C43 1.00438 1.34393 -7.78722
O7 1.72577 0.36139 -7.06211
C44 3.09349 0.65909 -6.84784
N5 1.05120 -0.04368 -9.85239
H73 3.36620 1.16427 -9.62526
H74 2.51290 2.09857 -10.83414
H75 2.79603 2.79394 -9.23921
H76 0.42730 1.93841 -9.74529
H77 -0.04945 1.13340 -7.58554
H78 1.21122 2.34395 -7.38095
H79 3.25510 1.73031 -6.69334
H80 3.70760 0.30428 -7.67717
H81 3.40948 0.12403 -5.95116
H82 0.11212 -0.37672 -9.65300
H83 1.65183 -0.66464 -9.31618
C45 1.68405 8.06909 -1.55124
C46 0.70103 7.17464 -0.80180
C47 1.36634 6.05776 0.01830
O8 1.85690 4.96495 -0.74022
C48 3.10494 5.18227 -1.37646
N6 -0.27223 6.63667 -1.75626
H84 2.06133 7.59957 -2.45887
H85 1.19131 8.99234 -1.85405
H86 2.53571 8.33600 -0.92225
H87 0.16337 7.81028 -0.09205
H88 0.60624 5.62822 0.67743
H89 2.15812 6.45740 0.66564
H90 3.76514 5.80504 -0.76735
H91 2.97096 5.63290 -2.36173
H92 3.57719 4.20958 -1.51684
H93 -0.99039 6.13707 -1.23843
H94 0.20006 5.90914 -2.28776

[2]
Molecular formula: C48H96O12
Method: DFT, wB97M-V/def2-TZVPD

Values from the calculation:
- net charge = 0
- SMILES = C1CCOC1.C1CCOC1.C1CCOC1.C1CCOC1.C1CCOC1.C1CCOC1.C1CCOC1.C1CCOC1.C1CCOC1.C1CCOC1.C1CCOC1.C1CCOC1
- calculated total energy (Ha) = -2789.17259
- maximum force (eV Å⁻¹) = 1.69

CARTESIAN COORDINATES (ANGSTROEM)
C1 -2.99377 -3.92985 4.56159
C2 -2.89064 -2.86415 3.44025
C3 -3.24660 -3.65874 2.17921
O1 -4.12191 -4.68594 2.61008
C4 -3.77792 -5.09592 3.92829
H1 -3.51371 -3.55796 5.44250
H2 -2.00343 -4.26885 4.86436
H3 -1.88149 -2.46878 3.50857
H4 -3.69429 -2.14878 3.60263
H5 -2.38658 -4.09097 1.65030
H6 -3.78167 -3.04020 1.45730
H7 -3.18693 -6.01791 3.91277
H8 -4.72277 -5.30820 4.42852
C5 0.75336 0.39542 -4.75541
C6 0.13844 -0.57193 -5.73019
C7 0.53896 -1.96548 -5.15390
O2 1.59720 -1.68043 -4.22141
C8 2.02729 -0.34423 -4.38064
H9 0.12390 0.50288 -3.86560
H10 0.92995 1.41399 -5.10761
H11 0.54130 -0.52607 -6.74376
H12 -0.94540 -0.48331 -5.83137
H13 0.93504 -2.58812 -5.95482
H14 -0.29057 -2.41121 -4.61000
H15 2.77839 -0.29622 -5.17990
H16 2.45929 0.03485 -3.45357
C9 -2.03596 3.97187 -4.26697
C10 -0.99538 4.01470 -3.16660
C11 -1.81337 4.63541 -2.02026
O3 -2.63497 5.60523 -2.65878
C12 -2.72565 5.32743 -4.06162
H17 -2.72721 3.13278 -4.20655
H18 -1.66413 3.95233 -5.29522
H19 -0.17592 4.69066 -3.40157
H20 -0.67440 3.01719 -2.85640
H21 -1.17761 5.15717 -1.30483
H22 -2.43015 3.90525 -1.48100
H23 -2.14061 6.10886 -4.55352
H24 -3.77502 5.32975 -4.35136
C13 -4.61764 1.74502 0.93520
C14 -5.24437 3.07926 0.49030
C15 -6.57870 2.66060 -0.15408
O4 -6.46738 1.28876 -0.44907
C16 -5.69379 0.71147 0.59227
H25 -4.47333 1.68209 2.01574
H26 -3.68643 1.54472 0.41525
H27 -4.55037 3.51556 -0.23077
H28 -5.41832 3.83798 1.25129
H29 -6.78630 3.21335 -1.07035
H30 -7.41718 2.83475 0.53370
H31 -5.29050 -0.25001 0.27337
H32 -6.36469 0.51964 1.44042
C17 1.25523 -2.53847 2.64526
C18 2.35704 -3.41704 3.22111
C19 2.55057 -2.83058 4.64805
O5 1.43082 -2.01895 4.91110
C20 1.10832 -1.41170 3.69183
H33 0.26200 -2.99469 2.64703
H34 1.42697 -2.20847 1.62415
H35 3.32484 -3.32933 2.72821
H36 2.09434 -4.47069 3.30452
H37 3.48320 -2.24855 4.69745
H38 2.64945 -3.60130 5.41349
H39 1.71006 -0.52324 3.44420
H40 0.09891 -0.99120 3.70129
C21 -2.97135 0.37848 -2.88270
C22 -4.33275 0.89375 -3.35262
C23 -4.55737 0.16692 -4.68921
O6 -3.67324 -0.93759 -4.68031
C24 -3.02222 -1.04939 -3.40398
H41 -2.96827 0.37829 -1.79110
H42 -2.15320 0.92773 -3.34637
H43 -4.25535 1.97385 -3.47940
H44 -5.15443 0.68617 -2.66897
H45 -4.35343 0.87793 -5.49551
H46 -5.59520 -0.15891 -4.78013
H47 -2.11188 -1.59493 -3.66066
H48 -3.56928 -1.72276 -2.73011
C25 4.93829 -0.73134 2.02581
C26 5.79075 0.03994 1.03472
C27 6.17533 1.22809 1.89241
O7 4.92908 1.60570 2.50201
C28 4.15385 0.40842 2.70982
H49 5.49087 -1.25200 2.81309
H50 4.29005 -1.46639 1.54690
H51 5.13254 0.41357 0.24852
H52 6.65043 -0.51132 0.66365
H53 6.56981 2.10138 1.37792
H54 6.84241 0.94898 2.71761
H55 3.24979 0.61278 2.12181
H56 3.87351 0.21431 3.74316
C29 4.85858 -2.56709 -3.12984
C30 5.90874 -3.39758 -2.38968
C31 5.65119 -3.02093 -0.93997
O8 4.27274 -2.63675 -0.85854
C32 3.67749 -2.65600 -2.15919
H57 4.61604 -2.95377 -4.11804
H58 5.12384 -1.51134 -3.23413
H59 6.92172 -3.17243 -2.71768
H60 5.67203 -4.44827 -2.57011
H61 6.23416 -2.12134 -0.71547
H62 5.86867 -3.79387 -0.20346
H63 3.06000 -1.75950 -2.18172
H64 3.05979 -3.52720 -2.37273
C33 -0.51354 -4.71286 -0.74449
C34 0.15293 -5.69031 0.23023
C35 1.62752 -5.41167 -0.01616
O9 1.71058 -5.22810 -1.41969
C36 0.57985 -4.47484 -1.81469
H65 -0.76129 -3.76936 -0.25052
H66 -1.44526 -5.10524 -1.14938
H67 -0.08750 -6.70895 -0.07289
H68 -0.05677 -5.52790 1.28814
H69 2.30093 -6.20533 0.30931
H70 1.98191 -4.49468 0.47965
H71 0.28816 -4.86683 -2.79184
H72 0.79306 -3.40757 -1.93040
C37 2.43141 4.43977 -0.01361
C38 3.00176 5.75453 -0.52117
C39 1.77343 6.70151 -0.57601
O10 0.70716 5.97366 0.05541
C40 1.24619 4.91196 0.81358
H73 3.12975 3.83645 0.57386
H74 2.12865 3.75550 -0.81199
H75 3.52049 5.75708 -1.47678
H76 3.66915 6.15500 0.24336
H77 1.43254 7.01508 -1.55843
H78 1.95814 7.56345 0.07184
H79 0.42916 4.19636 0.92323
H80 1.54093 5.24143 1.82037
C41 0.85878 0.60611 -0.35479
C42 -0.36809 1.25359 0.33910
C43 -1.16987 0.04147 0.87009
O11 -0.44633 -1.11420 0.43231
C44 0.35745 -0.77902 -0.68689
H81 1.68362 0.54672 0.35743
H82 1.18425 1.18722 -1.21994
H83 -0.93043 1.82835 -0.39228
H84 0.06650 1.77475 1.18687
H85 -2.18136 0.02416 0.45481
H86 -1.21065 0.00697 1.95743
H87 -0.23335 -0.78841 -1.61627
H88 1.12829 -1.54654 -0.76103
C45 -1.20001 2.65731 6.16945
C46 -0.19954 3.22260 5.18065
C47 -0.61165 2.60689 3.83593
O12 -1.39170 1.43828 4.15508
C48 -1.64329 1.32248 5.54898
H89 -2.09326 3.26214 6.35389
H90 -0.80644 2.56098 7.18429
H91 0.80521 2.90247 5.45072
H92 -0.24084 4.31047 5.13482
H93 0.27583 2.20073 3.34699
H94 -1.22916 3.25514 3.21614
H95 -1.09726 0.47443 5.97124
H96 -2.71760 1.18973 5.68373

Which of these has the lowest maximum force?
C48H96O12

Which formula does entry 1 have?
C48H94Br2ClF8N6O8S